Record 1
Entry from the OMol25 dataset: C3H2ClFS2 in the gas phase (ωB97M-V/def2-TZVPD).

* HOMO level: -8.9 eV
* structure (SMILES): F/C(Cl)=C\SC=S
* LUMO: -0.36 eV
* energy above the lowest of the compared OMol25 structures with the same formula, charge and spin: 0.0643 eV
* max |F|: 0.8 eV Å⁻¹

CARTESIAN COORDINATES (ANGSTROEM)
H: -1.503 0.991 -0.299
H: 1.395 0.593 -1.093
C: -1.262 -1.047 0.107
C: 1.734 0.848 -0.112
Cl: -2.672 -1.586 -0.720
C: -0.886 0.227 0.188
F: -0.595 -2.050 0.654
S: 3.260 1.316 0.150
S: 0.528 0.708 1.126

Here are the Mulliken charges for atoms 1 to 4, given in e: H 0.376; H 0.331; C 0.683; C -0.192


Record 2
Entry from the OMol25 dataset: C28H28N2O3S in the gas phase at a distorted geometry (ωB97M-V/def2-TZVPD).

* HOMO level: -7.7 eV
* structure (SMILES): CC(C)N1CCN(c2ccc(C(=O)c3c(-c4ccc(O)cc4)sc4cc(O)ccc34)cc2)CC1
* LUMO: -0.46 eV
* energy above the lowest of the compared OMol25 structures with the same formula, charge and spin: 22.0482 eV
* max |F|: 19.9 eV Å⁻¹

CARTESIAN COORDINATES (ANGSTROEM)
H: -2.293 7.585 0.707
C: -0.347 3.460 1.034
H: 1.779 -0.488 3.484
S: 1.665 3.962 -0.601
C: 2.626 -0.364 0.037
H: 2.846 -2.351 2.467
H: 0.605 -6.304 -1.731
C: 1.799 0.875 -0.100
C: 0.276 5.263 -0.146
H: 2.533 -3.261 -1.586
C: -0.862 -3.096 -1.994
H: -2.200 5.286 1.999
C: -1.769 -0.213 -0.182
C: 2.372 -0.821 1.428
C: -1.374 2.870 2.028
H: -0.544 -2.043 -2.266
H: -1.523 8.957 -0.866
H: -1.417 -4.424 0.797
C: 1.387 1.045 2.323
C: -1.621 1.422 1.622
C: -2.352 -2.927 -1.248
H: 1.618 -2.307 -2.903
C: -1.893 -1.051 1.930
H: 0.845 -4.339 0.217
N: -0.065 -4.057 -1.509
H: 2.099 1.167 -1.082
H: -1.591 1.929 -0.481
H: -1.498 0.641 3.499
H: 2.117 -5.987 -2.780
H: -1.804 -0.250 -1.356
H: 2.989 -0.958 -0.599
H: -2.793 -3.824 -0.904
O: -1.657 3.215 3.177
C: 0.993 -4.350 -2.620
C: -1.742 1.147 0.063
N: -1.904 -2.495 0.166
C: -0.388 4.922 0.782
C: 0.794 2.787 0.731
C: 1.290 1.599 0.954
H: -0.749 -3.402 1.799
C: -1.999 -1.310 0.714
H: 1.047 1.719 2.872
C: -1.595 5.600 1.153
C: 2.049 -3.442 -2.522
H: 0.480 -4.506 -3.301
C: 1.541 -5.701 -1.903
H: 2.148 -5.583 -1.136
H: 0.607 -2.447 -0.195
H: -1.452 -3.361 -3.164
C: 0.318 6.531 -1.016
C: -1.555 0.398 2.262
C: 1.586 -0.139 2.298
C: -0.514 7.341 -0.272
C: -1.606 6.953 0.467
C: 0.158 -3.593 -0.186
C: -1.153 -3.504 0.677
O: 2.783 -2.145 1.655
O: -0.528 8.539 -1.169
H: -2.880 -2.021 -1.485
H: -1.690 -1.601 2.683
H: 2.826 -3.520 -3.108
H: 1.185 6.972 -1.614

Here are the Mulliken charges for atoms 1 to 4, given in e: H 0.470; C 0.313; H -0.029; S -0.241